Formula: C50H129Br3N10O7
Source: the OMol25 dataset
Level of theory: the ωB97M-V functional and the def2-TZVPD basis

Output
lowest unoccupied orbital energy: -11.6 eV
HOMO: -18.5 eV
orbital gap: 6.9 eV
net charge: +6

Positions of all 199 atoms, in Å:
C -13.289 23.463 4.290
C -12.224 24.081 5.206
N -11.455 23.064 5.944
C -10.234 23.276 6.511
C -9.949 22.166 7.286
N -11.013 21.308 7.147
C -11.914 21.876 6.321
C -11.349 20.060 7.906
H -14.108 23.122 4.922
H -12.923 22.703 3.602
H -13.664 24.249 3.635
H -12.683 24.693 5.983
H -11.537 24.729 4.665
H -9.562 24.085 6.274
H -9.157 21.905 7.966
H -12.841 21.462 5.963
H -11.034 19.173 7.360
H -12.373 20.074 8.260
H -10.672 20.068 8.760
C -7.495 34.971 11.582
C -6.915 33.808 10.757
C -7.942 33.166 9.854
C -7.494 31.893 9.226
N -8.456 31.433 8.150
C -7.896 30.069 7.628
C -7.289 30.398 6.270
C -8.351 31.347 5.691
C -8.598 32.279 6.898
C -9.858 31.184 8.733
H -8.407 34.717 12.134
H -7.842 35.806 10.973
H -6.772 35.302 12.325
H -6.592 33.068 11.499
H -6.059 34.118 10.158
H -8.243 33.910 9.108
H -8.872 33.092 10.429
H -7.386 31.058 9.922
H -6.531 31.912 8.710
H -8.758 29.405 7.600
H -7.167 29.677 8.337
H -7.223 29.595 5.538
H -6.380 31.000 6.276
H -9.215 30.801 5.319
H -7.918 31.959 4.901
H -9.587 32.727 6.853
H -7.826 33.044 6.963
H -10.272 32.076 9.185
H -9.604 30.384 9.432
H -10.421 30.749 7.911
C -14.812 21.972 13.754
N -14.102 20.888 14.522
C -13.178 21.639 15.445
C -15.021 19.997 15.327
C -13.220 20.037 13.589
C -13.999 19.202 12.600
O -14.452 18.009 13.252
H -14.960 22.797 14.452
H -15.766 21.700 13.312
H -14.084 22.310 13.019
H -12.664 22.382 14.831
H -12.431 21.014 15.926
H -13.758 22.285 16.101
H -15.591 20.681 15.953
H -14.417 19.202 15.746
H -15.750 19.628 14.608
H -12.682 19.333 14.231
H -12.380 20.622 13.220
H -13.289 18.993 11.795
H -14.840 19.683 12.097
H -14.906 17.502 12.567
C -16.714 27.156 13.911
N -16.252 28.569 13.655
C -14.840 28.581 13.191
C -17.110 29.133 12.539
C -16.399 29.401 14.908
C -17.802 29.638 15.486
O -18.016 28.576 16.413
H -16.390 26.767 14.874
H -16.281 26.472 13.179
H -17.794 27.129 13.788
H -14.489 29.603 13.072
H -14.750 28.006 12.269
H -14.227 27.999 13.883
H -16.768 28.543 11.688
H -16.894 30.186 12.373
H -18.185 28.977 12.576
H -15.978 30.374 14.641
H -15.739 29.045 15.698
H -18.581 29.732 14.728
H -17.708 30.546 16.083
H -18.611 28.878 17.110
C -6.544 26.006 4.816
N -5.784 25.857 6.153
C -5.419 27.186 6.669
C -6.716 25.123 7.090
C -4.521 25.064 5.839
C -3.611 24.621 6.965
O -2.916 25.767 7.455
H -5.839 26.580 4.218
H -7.451 26.576 5.047
H -6.692 25.031 4.361
H -4.806 27.064 7.560
H -6.385 27.567 7.012
H -4.898 27.808 5.948
H -7.695 25.604 7.037
H -6.303 25.208 8.095
H -6.798 24.059 6.876
H -3.906 25.579 5.102
H -4.912 24.144 5.400
H -2.863 23.936 6.556
H -4.080 24.136 7.831
H -2.349 25.429 8.158
C -18.409 21.978 10.827
N -18.619 23.483 10.973
C -20.113 23.648 11.128
C -17.906 24.072 12.157
C -18.264 24.160 9.611
C -16.820 24.140 9.229
O -15.879 24.550 10.232
H -18.426 21.648 9.794
H -19.092 21.540 11.548
H -17.404 21.803 11.214
H -20.527 23.314 10.170
H -20.409 24.695 11.067
H -20.636 23.037 11.858
H -16.914 23.658 12.300
H -18.494 23.889 13.056
H -17.839 25.150 12.033
H -18.711 25.149 9.719
H -18.908 23.653 8.896
H -16.760 24.938 8.481
H -16.482 23.196 8.801
H -15.047 24.067 10.092
C -9.916 32.421 13.489
N -9.562 31.074 14.098
C -10.324 29.987 13.369
C -8.099 30.772 13.854
C -9.804 31.190 15.596
C -9.500 29.985 16.496
O -8.163 29.973 16.882
H -11.000 32.476 13.578
H -9.611 32.416 12.447
H -9.473 33.206 14.096
H -10.129 29.806 12.315
H -11.394 30.208 13.383
H -10.236 29.104 13.999
H -7.897 30.724 12.785
H -7.898 29.806 14.310
H -7.455 31.530 14.296
H -10.886 31.326 15.602
H -9.263 32.037 16.015
H -9.820 29.121 15.891
H -10.175 29.902 17.352
H -7.863 29.079 17.073
C -5.516 25.470 13.860
N -6.196 24.390 13.044
C -7.693 24.555 13.232
C -5.905 24.617 11.559
C -5.741 23.003 13.551
C -4.452 22.431 12.907
O -3.395 23.298 13.232
H -4.450 25.417 13.653
H -5.707 25.332 14.919
H -5.887 26.395 13.418
H -7.989 24.620 14.281
H -8.230 23.638 12.987
H -8.070 25.420 12.699
H -6.479 25.453 11.172
H -6.251 23.662 11.165
H -4.845 24.746 11.366
H -6.636 22.449 13.262
H -5.701 23.051 14.636
H -4.628 22.187 11.859
H -4.316 21.494 13.450
H -3.008 23.730 12.465
C -9.612 25.288 10.138
N -11.026 25.693 10.230
C -11.107 27.216 10.422
C -11.717 25.379 8.911
C -11.731 24.850 11.324
C -11.286 25.044 12.781
O -11.408 26.368 13.232
H -9.585 24.198 10.123
H -9.138 25.688 11.030
H -9.160 25.640 9.211
H -10.744 27.695 9.512
H -10.483 27.369 11.297
H -12.150 27.502 10.527
H -11.729 24.305 8.736
H -11.125 25.938 8.180
H -12.740 25.740 8.989
H -11.564 23.803 11.066
H -12.792 24.995 11.128
H -10.320 24.543 12.919
H -11.952 24.485 13.448
H -12.127 26.371 13.890
Br -9.903 27.296 5.999
Br -13.807 25.343 15.437
Br -13.435 22.050 10.069

Atomic forces in eV per Å
C 0.21 0.69 0.34
C -0.32 -0.03 -0.55
N 0.10 0.04 -0.26
C 1.19 -1.23 0.91
C -0.87 0.28 -0.34
N -1.75 -0.27 -0.30
C 0.78 0.05 0.32
C 1.74 0.33 0.13
H -0.16 -0.29 -0.37
H 0.14 -0.22 0.31
H -0.15 0.08 0.19
H -0.13 0.12 -0.17
H 0.19 -0.20 0.05
H -0.50 0.37 -0.06
H 0.21 0.13 -0.25
H -0.01 -0.17 0.29
H -0.48 0.08 -0.41
H -0.03 0.07 -0.23
H -0.29 0.10 0.24
C -0.22 0.08 -0.26
C -0.24 0.13 0.85
C -0.56 1.33 0.14
C -0.29 -0.26 -1.00
N -0.72 -1.39 0.07
C 0.24 0.47 -0.05
C -1.29 0.60 -0.98
C 0.65 0.65 0.77
C 0.09 0.11 -0.50
C 2.05 -0.96 -0.55
H 0.10 -0.50 0.04
H 0.48 0.12 -0.13
H 0.04 0.25 -0.17
H 0.35 -0.13 -0.20
H 0.12 0.07 0.24
H 0.29 -0.13 -0.30
H 0.06 -0.62 0.08
H -0.34 0.11 0.19
H 0.06 0.61 0.13
H 0.15 -0.25 -0.56
H -0.10 0.16 0.20
H 0.32 -0.45 0.56
H 0.36 -0.51 0.52
H -0.18 0.16 0.19
H -0.24 -0.13 -0.22
H 0.09 0.20 0.32
H -0.10 0.10 -0.19
H -0.06 -0.01 -0.14
H -0.75 0.12 0.46
H -0.39 0.27 0.13
C 0.51 0.31 0.47
N 1.10 -0.15 -0.10
C 0.13 0.83 -0.62
C -0.54 1.10 -1.42
C -0.37 -0.41 1.17
C 0.23 -0.42 -0.37
O 0.28 0.68 -0.52
H -0.21 -0.01 -0.04
H 0.21 -0.55 -0.03
H -0.35 0.01 -0.32
H 0.18 -0.21 -0.11
H -0.40 -0.29 0.17
H -0.06 -0.53 0.41
H 0.38 -0.37 0.71
H -0.33 0.07 0.46
H 0.19 -0.53 0.13
H -0.41 -0.16 0.24
H -0.67 0.58 -0.59
H 0.02 -0.26 -0.03
H 0.04 0.51 0.23
H 0.00 -0.30 0.27
C 0.03 -0.54 -0.26
N -1.30 -0.18 0.31
C 0.38 -0.75 0.26
C 0.80 -0.48 -0.88
C 0.24 1.38 -0.04
C 1.02 -0.89 1.00
O -0.34 -0.04 -0.53
H -0.03 0.44 0.15
H 0.15 0.32 -0.22
H -0.01 0.09 0.40
H -0.09 -0.01 0.00
H -0.33 0.30 -0.21
H -0.13 0.31 0.43
H -0.15 0.32 -0.29
H 0.11 -0.02 0.16
H 0.10 -0.05 0.87
H -0.15 0.04 -0.24
H -0.16 -0.59 -0.14
H -0.08 0.05 0.04
H -0.16 0.36 -0.47
H -0.06 -0.11 -0.04
C 1.10 0.78 0.80
N 0.23 -1.44 -1.24
C -1.03 0.11 1.42
C 0.67 0.47 0.45
C -0.44 -1.48 0.14
C 0.52 0.86 0.56
O -0.19 -0.16 0.36
H -0.34 0.03 -0.38
H 0.00 -0.27 -0.31
H -0.22 -0.02 0.19
H 0.21 -0.09 -0.22
H 0.18 0.74 -0.37
H -0.20 -0.15 -0.19
H 0.05 0.10 -0.08
H -0.03 0.08 0.04
H 0.19 0.11 -0.51
H -0.31 0.32 -0.02
H 0.17 0.05 -0.30
H -0.38 -0.20 -0.26
H -0.45 -0.22 -0.44
H 0.36 0.39 -0.11
C 1.35 0.87 1.53
N -0.71 -0.57 -0.86
C -0.61 0.43 -2.17
C -0.35 -0.03 0.29
C -1.01 -0.15 2.00
C 1.34 0.85 -0.49
O -0.56 0.02 0.34
H -0.63 0.03 0.06
H -0.16 -0.53 -0.54
H 0.07 -0.20 -0.24
H 0.04 -0.37 0.08
H 0.27 0.11 0.92
H 0.66 0.26 0.61
H -0.01 0.01 -0.37
H -0.14 -0.19 -0.12
H 0.00 -0.05 -0.21
H 0.49 0.24 -0.03
H 0.38 -0.11 -0.24
H -0.12 -0.46 -0.57
H -0.27 -0.10 -0.03
H -0.14 -0.40 0.00
C -0.45 -0.84 0.59
N 1.78 0.25 -1.45
C -1.44 -0.02 1.76
C -0.01 -0.05 0.10
C -1.25 -0.75 0.83
C -0.73 -0.78 -1.19
O 0.46 0.11 -0.49
H 0.01 0.30 -0.16
H 0.11 0.17 0.06
H 0.21 0.05 -0.27
H 0.99 0.38 0.17
H 0.04 0.37 0.27
H 0.26 -0.31 -0.54
H -0.21 0.07 -0.03
H 0.12 0.09 0.04
H -0.20 0.04 0.17
H 0.03 0.43 0.51
H -0.07 0.29 -0.54
H 0.47 -0.39 0.18
H -0.06 0.74 0.03
H -0.08 0.04 0.29
C 0.17 0.06 -1.16
N 0.20 1.33 0.46
C -0.02 -0.93 0.80
C -0.37 -1.41 1.08
C -0.99 0.00 -1.25
C -1.09 0.44 1.31
O 0.07 0.17 -0.31
H 0.01 -0.15 0.24
H -0.18 0.12 -0.06
H -0.06 0.25 0.60
H 0.68 0.47 0.18
H 0.28 0.06 -0.87
H 0.21 0.02 0.00
H -0.02 0.03 0.19
H 0.05 0.27 -0.77
H 0.00 0.00 0.23
H 0.45 -0.84 0.21
H 0.21 0.14 -0.03
H 0.41 0.21 -0.12
H 0.19 -0.15 -0.20
H 0.21 -0.32 -0.10
C -0.11 -0.23 0.08
N -1.02 -0.06 -0.30
C 0.19 -1.43 -0.13
C 0.48 0.38 0.44
C 0.10 0.23 0.05
C -1.09 -0.21 -0.25
O 0.86 0.52 -0.34
H 0.09 0.02 0.14
H 0.33 -0.14 -0.19
H -0.06 0.37 0.07
H 0.31 -0.20 0.00
H -0.35 0.67 0.07
H 0.04 -0.11 0.45
H 0.09 -0.01 0.12
H -0.40 -0.18 -0.40
H 0.02 0.05 -0.12
H 0.06 0.04 -0.27
H -0.04 0.29 0.42
H 0.34 0.72 0.09
H -0.22 -0.53 -0.50
H -0.21 -0.23 0.45
Br 0.29 -0.21 0.70
Br 0.28 0.27 -0.70
Br -0.02 0.34 -0.05